Entry 1:
Computed, not measured: a cluster of 9 separate species, C46H73N5O6 in total at a distorted geometry, with ωB97M-V/def2-TZVPD.

The highest occupied orbital energy comes out at -9.119 eV. As for the HOMO-LUMO gap: 8.518 eV. The value obtained for the total energy is -68612.5764 eV. As for the spin multiplicity: 1. As for the SMILES: O=[N+]([O-])c1ccccc1.COC[C@H](C)N.COC[C@H](C)N.COC[C@H](C)N.COC[C@H](C)N.c1ccccc1.c1ccccc1.c1ccccc1.c1ccccc1.

```
130
Properties=species:S:1:pos:R:3:forces:R:3
O 8.846960 17.999110 15.827680 0.51 -0.86 0.23
N 9.835720 17.293080 15.767610 2.27 0.24 -1.13
O 9.976100 16.233720 15.143240 -0.89 1.30 1.09
C 11.155710 17.842730 16.342450 1.56 0.50 1.08
C 12.398610 17.160520 16.183020 -0.56 0.35 -0.83
C 13.590680 17.598330 16.764350 -1.52 -0.06 0.76
C 13.539740 18.705430 17.602210 0.73 -0.85 -0.18
C 12.390410 19.457040 17.681340 0.10 0.55 0.17
C 11.210320 19.069060 17.086220 -1.11 -1.76 -1.60
H 12.624520 16.351350 15.504330 -1.15 -0.43 -0.01
H 14.411200 16.905830 16.647740 0.42 0.47 0.08
H 14.379650 18.963620 18.230150 0.22 0.22 -0.21
H 12.509160 20.390160 18.211980 -0.60 0.10 0.15
H 10.299980 19.650010 17.072480 0.02 0.21 0.41
C 3.500720 17.222690 11.309900 0.66 0.01 0.98
O 3.519130 16.192520 10.358930 -0.71 0.33 -1.21
C 4.316980 15.112540 10.750000 0.31 -0.38 0.73
C 4.298910 13.875290 9.860250 -0.27 1.46 -1.46
C 2.937200 13.270750 9.836520 -0.94 -0.27 -0.28
N 5.310980 12.954850 10.306990 1.02 -0.18 0.67
H 2.895000 18.092450 11.055480 -0.37 -0.56 -0.46
H 4.483720 17.641040 11.526180 0.57 -0.05 -0.42
H 3.223510 16.829260 12.287900 -0.59 -0.06 0.15
H 5.340090 15.480330 10.827970 0.31 -0.17 0.45
H 3.915780 14.725750 11.686770 0.44 0.17 0.70
H 4.574420 14.191650 8.854220 -0.30 0.35 -0.38
H 2.882340 12.545470 10.648350 -0.24 -0.31 -0.23
H 2.709000 12.875320 8.846740 0.16 -0.73 0.19
H 2.116930 13.976830 9.965800 0.28 0.39 0.31
H 5.349540 12.082760 9.798980 -0.74 -0.20 -0.13
H 6.193530 13.363870 10.035110 0.41 0.19 0.38
C 15.665040 14.757940 9.239290 -0.81 -1.06 -0.18
O 14.558540 15.046410 10.092760 1.62 0.03 0.67
C 13.507870 15.686780 9.476570 -1.98 -0.70 -0.94
C 12.662060 14.737310 8.596650 0.24 1.00 -1.50
C 11.533360 15.466180 7.869710 -0.58 0.31 -0.42
N 12.116420 13.613350 9.272360 -0.06 -0.76 0.91
H 15.437390 13.816580 8.739170 0.01 -0.08 -0.49
H 16.568360 14.510780 9.796980 -0.14 0.68 0.34
H 15.807980 15.519660 8.472830 0.21 0.21 0.18
H 12.792670 15.958880 10.252810 0.29 0.64 0.27
H 13.782290 16.521660 8.831770 0.35 0.40 0.27
H 13.309030 14.298010 7.837340 0.25 0.19 -0.28
H 10.990460 14.798120 7.201090 0.13 -0.33 0.14
H 11.775500 16.314210 7.229170 0.71 0.03 0.13
H 10.768990 15.872280 8.532230 0.05 -0.12 0.49
H 12.890670 13.217130 9.785830 0.08 -0.51 0.23
H 11.481070 13.928020 9.991670 -0.38 0.07 0.19
C 6.973330 16.217700 25.862030 -0.20 -0.84 -1.38
O 7.168150 15.843090 24.476170 -0.18 0.12 0.68
C 6.890950 16.923370 23.619550 -0.13 -0.51 -1.57
C 6.754290 16.420930 22.121450 0.31 -0.90 1.70
C 8.031970 15.726210 21.589070 -0.66 0.84 0.66
N 6.356070 17.475580 21.228180 0.63 0.70 0.19
H 7.213960 15.309850 26.415200 0.59 0.45 0.27
H 5.920870 16.393650 26.084410 -0.25 0.30 -0.24
H 7.541550 17.128030 26.053140 0.24 -0.24 0.51
H 5.911110 17.319310 23.886450 -0.11 0.50 0.06
H 7.667280 17.685040 23.692260 0.05 0.29 0.04
H 5.894590 15.754720 22.193600 0.29 -0.91 0.04
H 8.388840 14.944510 22.259650 -0.23 -0.11 -0.18
H 8.803930 16.495010 21.555520 0.15 0.04 -0.14
H 7.861530 15.367770 20.573900 0.07 -0.24 0.07
H 6.440930 17.091980 20.297720 -0.44 0.35 -0.25
H 5.403430 17.725580 21.451950 -0.13 0.14 -0.50
C 6.443420 9.486260 19.844080 -0.05 -0.60 -0.91
O 5.158190 9.711850 19.316800 -0.73 0.78 -1.97
C 4.999120 9.190180 17.911210 0.17 1.18 1.15
C 5.484620 10.166730 16.745840 0.46 1.56 2.48
C 4.831480 11.549480 16.833850 -0.50 -0.92 0.28
N 5.298720 9.645700 15.431410 -0.09 -1.54 0.07
H 6.574390 9.863030 20.858480 -0.59 -0.19 0.03
H 7.230510 9.958730 19.256400 0.13 0.03 -0.25
H 6.520980 8.402440 19.757990 0.95 -0.23 0.63
H 5.480540 8.213260 17.955710 0.25 -0.08 -0.62
H 3.925800 9.025090 17.817310 0.00 0.11 -0.09
H 6.531910 10.420950 16.909120 0.55 -0.50 0.31
H 5.112160 12.055940 15.910370 -0.37 0.33 0.10
H 5.129330 12.142740 17.698400 0.14 -0.19 -0.05
H 3.763820 11.347070 16.918960 -0.25 0.58 -0.35
H 5.525350 10.316330 14.711000 0.04 0.18 0.09
H 6.010880 8.929750 15.413240 -0.10 -0.49 -0.93
C 20.397560 14.314380 21.296500 0.81 0.05 -0.89
C 19.306910 13.483530 21.123360 -0.23 -1.00 -0.15
C 18.994200 12.902960 19.878890 0.49 1.46 0.34
C 19.718270 13.341400 18.760200 -0.07 -0.19 0.16
C 20.877170 14.098210 18.906050 -1.08 0.53 1.29
C 21.224000 14.549020 20.199500 -0.16 0.12 -1.26
H 20.627210 14.806760 22.229890 -0.11 -0.19 0.18
H 18.714720 13.233290 21.991170 -0.22 0.00 0.02
H 18.106730 12.294820 19.784210 0.03 -0.08 -0.09
H 19.329370 13.183610 17.765080 0.07 -0.45 -0.11
H 21.327400 14.564790 18.042350 0.39 -0.36 -0.06
H 22.089270 15.195200 20.213080 0.07 0.11 0.56
C 18.592470 21.801690 27.017290 -0.83 -1.50 -0.82
C 17.999290 20.640420 26.477600 -0.22 0.12 0.07
C 17.170790 20.685720 25.353660 0.04 1.96 -0.12
C 16.889380 21.945620 24.775470 1.47 -0.93 0.81
C 17.514100 23.095100 25.328680 -2.29 -0.53 -2.27
C 18.316580 23.015660 26.402250 1.23 -0.19 2.11
H 19.222590 21.712110 27.889820 0.01 0.16 0.04
H 18.077640 19.663610 26.931570 0.52 0.02 0.30
H 16.720050 19.812050 24.906520 0.08 -0.21 0.22
H 16.315240 21.903550 23.861690 -0.22 0.67 0.03
H 17.262840 24.058100 24.909290 0.12 0.13 -0.11
H 18.710690 23.895580 26.888870 0.10 0.28 -0.27
C 15.700620 8.787810 16.252610 0.53 0.05 1.11
C 15.842370 9.771080 15.288230 -1.23 -0.53 -0.79
C 14.686360 10.425050 14.888160 -1.03 0.66 1.35
C 13.475430 10.214760 15.582790 0.55 -0.27 0.16
C 13.412360 9.377880 16.716030 0.87 -0.39 -0.68
C 14.559590 8.662740 17.077450 0.40 0.46 -1.54
H 16.577670 8.170280 16.378520 -0.01 -0.22 0.55
H 16.748120 9.882320 14.710600 0.18 0.00 0.18
H 14.659100 11.237940 14.177620 0.30 -0.22 -0.44
H 12.619570 10.736160 15.180220 -0.28 -0.02 0.32
H 12.528500 9.107690 17.274770 -0.38 0.62 -0.14
H 14.530030 7.981580 17.915030 0.11 -0.13 -0.07
C 10.315980 24.282200 21.470680 -0.38 0.14 -0.79
C 9.194260 24.347870 20.656350 -0.03 0.51 -0.60
C 8.926800 25.483460 19.865890 1.01 0.70 0.57
C 9.854250 26.540950 19.834580 0.93 -1.38 0.94
C 11.063130 26.414490 20.604850 -1.92 0.40 -0.26
C 11.221710 25.345990 21.471830 0.24 -0.33 -0.40
H 10.453390 23.334840 21.970710 0.37 0.21 0.46
H 8.571090 23.470020 20.570070 -0.29 0.06 0.15
H 8.016660 25.624650 19.301880 -0.10 -0.42 -0.09
H 9.654290 27.390630 19.198600 0.16 0.14 0.07
H 11.798700 27.204670 20.635920 0.01 0.10 -0.24
H 12.126850 25.318430 22.060350 0.00 -0.15 0.19
```
Forces are in eV/Å.

Entry 2:
Computed, not measured: a structure of composition C22H44MoN3OP2 at a distorted geometry, with ωB97M-V/def2-TZVPD.

Its net charge is +3. The energy above the lowest of the compared OMol25 structures with the same formula, charge and spin comes out at 0.000 eV. The highest occupied orbital energy (spin up / spin down) comes out at -17.667 / -17.660 eV. As for the HOMO-LUMO gap (spin up / spin down): 6.112 / 5.736 eV. The value obtained for the total energy is -50449.6477 eV. As for the spin multiplicity: 3. The expectation value of S² is 2.04.

```
73
Properties=species:S:1:pos:R:3:forces:R:3
Mo -0.655668 -0.091950 -0.451419 -0.76 0.73 -1.41
P -0.687274 2.019049 0.743859 -3.28 1.89 0.44
P 1.028906 -1.704274 -1.239984 2.15 -0.99 -2.04
N -0.064325 0.990434 -2.173355 2.00 0.86 1.19
C -0.759480 3.056140 -0.804642 -0.07 0.43 0.37
H -1.797515 3.424147 -0.858647 0.39 -0.23 0.09
H -0.158675 3.943076 -0.535159 -0.14 -0.32 -0.44
C -0.350582 2.466048 -2.172579 -0.47 -0.04 -1.00
H -1.229585 2.538914 -2.864134 0.57 0.18 0.53
H 0.422417 3.147517 -2.621228 -0.25 -1.24 0.32
C 1.166323 0.560644 -2.954811 -0.94 0.57 -0.22
H 2.183311 0.926383 -2.639444 -1.16 0.12 0.32
H 1.007732 0.970452 -3.971109 0.24 -0.21 0.29
C 1.115180 -0.938484 -2.973195 -0.27 -0.84 0.30
H 1.966956 -1.381637 -3.503837 -0.18 0.03 0.20
H 0.203884 -1.283959 -3.472736 0.08 0.01 -0.17
C 0.583775 -3.482593 -1.614162 -0.83 -0.44 0.03
C -0.928672 -3.720144 -1.456236 -0.24 -0.09 -0.18
H -1.527610 -3.109641 -2.146470 0.10 0.05 0.18
H -1.265968 -3.537910 -0.421129 0.12 -0.14 -0.34
H -1.161762 -4.765451 -1.717493 0.12 0.37 0.20
C 2.842725 -1.756696 -0.832459 0.21 0.83 0.75
C 3.142685 -2.251802 0.592037 0.12 -0.23 0.09
H 4.163855 -1.940456 0.864029 -0.46 0.02 0.02
H 3.134667 -3.345180 0.644621 -0.03 0.29 0.00
H 2.418732 -1.880342 1.332758 0.37 0.02 -0.09
C 0.246932 2.934733 2.022058 1.13 -0.15 0.51
C 0.000495 2.421646 3.457314 -0.07 -0.23 0.07
H 0.763743 2.870036 4.115543 -0.22 -0.32 -0.33
H 0.062722 1.325463 3.512190 0.08 0.29 0.20
H -0.975240 2.730691 3.865123 0.39 -0.05 -0.34
C -2.493495 2.061412 1.310343 -0.04 -0.51 -0.35
C -2.799332 1.160610 2.520606 -0.11 -0.16 0.20
H -3.812900 0.729604 2.405641 0.49 0.31 0.18
H -2.765126 1.751950 3.449689 -0.12 -0.41 -0.36
H -2.094763 0.321790 2.630408 -0.30 0.26 0.06
C -0.304466 -0.888771 1.340998 0.08 -3.17 5.48
C 3.709624 -2.451149 -1.911470 -0.10 -0.10 -0.35
H 3.122294 -2.986174 -2.666317 0.15 0.10 0.06
H 4.341249 -1.711590 -2.431855 -0.26 -0.38 0.21
H 4.362109 -3.207877 -1.457428 -0.14 0.31 0.01
C 0.058018 4.472562 1.964900 -0.16 0.30 -0.81
H 0.381820 4.931336 2.916974 -0.13 -0.40 -0.43
H 0.666549 4.903478 1.158247 -0.05 -0.01 0.33
H -0.980091 4.781427 1.760887 0.54 -0.15 0.29
C -3.065458 3.473324 1.525383 -0.20 0.11 -0.02
H -4.156148 3.376930 1.658029 0.39 -0.04 0.06
H -2.651662 3.938252 2.435087 -0.28 -0.17 -0.44
H -2.933920 4.132028 0.654940 0.05 -0.07 0.39
C 1.358162 -4.553208 -0.829689 0.08 0.08 0.33
H 1.248523 -4.417200 0.252643 0.07 -0.01 -0.17
H 0.916386 -5.537433 -1.041617 0.14 0.32 -0.17
H 2.424025 -4.589064 -1.087531 -0.38 -0.01 0.12
H 0.836736 -3.592557 -2.685062 -0.04 0.27 0.32
H -3.029342 1.619504 0.451944 0.17 0.17 -0.02
H 3.113105 -0.690948 -0.860772 -0.11 -0.05 0.09
H 1.296034 2.707938 1.748445 -0.13 0.21 0.33
O -0.113831 -1.379045 2.390805 -0.40 2.15 -4.30
H 0.940564 1.047653 -0.284352 1.63 0.46 0.00
H 1.451770 1.333792 0.227055 0.26 -0.67 -0.33
N -2.566655 0.112846 -2.884743 -0.07 -0.40 -0.10
C -3.329523 -0.448387 -1.905641 0.20 0.46 -0.85
C -4.713292 -0.649209 -2.062052 -0.15 -0.11 0.92
C -5.406109 -1.261906 -1.024293 0.47 0.18 -0.63
C -4.731692 -1.669943 0.132209 1.58 -0.26 0.48
C -3.365488 -1.438259 0.208819 -1.49 0.02 0.64
N -2.684750 -0.765671 -0.758743 1.44 -0.22 0.41
H -3.062044 0.312399 -3.741338 0.34 -0.02 -0.17
H -1.529299 -0.023611 -2.886083 -1.78 0.38 -0.34
H -5.217568 -0.285273 -2.951110 0.10 -0.24 0.02
H -6.453053 -1.490722 -1.111452 -0.31 0.17 -0.14
H -5.213135 -2.200660 0.955006 0.02 0.22 -0.36
H -2.796670 -1.703333 1.093935 -0.14 -0.09 -0.15
```
Forces are in eV/Å.

Entry 3:
Computed, not measured: a cluster of 12 separate species, C6H38N2O11 in total at a distorted geometry, with ωB97M-V/def2-TZVPD.

The energy above the lowest of the compared OMol25 structures with the same formula, charge and spin comes out at 6.162 eV. The highest occupied orbital energy comes out at -8.983 eV. As for the HOMO-LUMO gap: 8.841 eV. The value obtained for the total energy is -32337.8928 eV. As for the spin multiplicity: 1. As for the SMILES: CNCCNC(C)C.O.O.O.O.O.O.O.O.O.O.O.

```
57
Properties=species:S:1:pos:R:3:forces:R:3
C 2.524455 0.894395 -2.922243 -0.10 1.12 -0.56
N 1.878444 1.174252 -1.614071 -2.13 0.22 -1.78
C 2.577431 1.793146 -0.512453 1.01 0.83 0.34
C 3.456267 1.069060 0.563875 -1.02 0.18 1.05
N 2.875073 -0.073156 1.324830 0.11 1.90 -0.04
C 2.696424 -1.311990 0.548106 -0.34 -0.28 1.44
C 4.001076 -2.015179 0.175285 -0.49 1.10 -1.87
C 1.846134 -2.205674 1.495716 -1.64 0.04 -1.30
H 1.733322 0.979442 -3.703506 0.30 1.48 0.37
H 2.547526 -0.150411 -3.192572 1.77 -0.92 0.92
H 3.447699 1.579132 -3.162718 -1.60 -1.63 0.31
H 0.994984 1.718176 -1.960044 2.13 -1.27 1.87
H 3.437923 2.368038 -0.849093 -0.18 1.06 -0.80
H 1.893504 2.525003 0.026074 0.64 -1.02 -0.61
H 4.457352 0.744031 0.277759 0.06 0.30 -1.01
H 3.640826 1.965370 1.263210 -0.26 -1.55 -0.57
H 3.599500 -0.151541 2.055863 -0.92 -0.85 -0.14
H 2.037080 -1.069053 -0.305711 0.97 0.16 0.21
H 4.069907 -1.949572 -0.976877 0.52 -1.16 2.00
H 4.908891 -1.723406 0.667772 0.65 2.01 -0.28
H 4.036941 -2.879443 0.778891 -0.68 -2.51 -0.83
H 2.379010 -2.267861 2.427483 -0.33 0.23 0.79
H 0.804410 -1.763713 1.485512 1.22 -0.13 0.95
H 1.592837 -3.251724 1.223647 0.82 0.41 -0.50
O -3.214203 -0.563287 2.319251 -0.90 0.23 -0.59
H -4.178453 -0.417263 2.262743 0.36 -0.32 0.35
H -2.950143 -0.330465 1.418229 0.35 -0.37 -0.11
O -0.252099 3.986856 2.416649 1.50 0.44 1.81
H -0.935443 4.603604 2.244507 -1.10 0.58 -0.52
H -0.232605 3.311386 1.777170 -0.34 -1.10 -1.27
O -5.539081 -0.635368 -0.738889 1.76 -0.96 0.16
H -5.395721 -1.575841 -0.989810 -0.69 0.73 0.02
H -4.590677 -0.438911 -0.547653 -0.83 0.20 -0.25
O -0.268263 0.662067 0.669475 2.14 0.18 0.42
H -0.550883 0.180878 1.460174 0.20 0.05 -0.02
H 0.757254 0.692946 0.752625 -2.21 -0.26 -0.03
O -2.749671 2.130869 0.055156 -0.99 -0.99 0.43
H -3.538712 1.605285 0.342095 0.90 0.97 -0.38
H -2.106351 1.977522 0.763467 -0.10 0.08 0.15
O -2.880465 -4.872262 1.121378 -0.26 0.56 -0.77
H -3.563247 -4.293208 0.762668 -0.70 0.00 0.77
H -2.314533 -4.763253 0.354838 0.99 -0.55 0.01
O -3.257863 -0.216800 -3.567641 -2.07 1.75 1.24
H -3.692207 0.173373 -2.715416 1.57 -1.46 -2.33
H -2.592906 -0.839794 -3.307182 0.25 -0.16 0.62
O -2.131462 -0.811794 -1.102109 -0.46 -2.31 -1.19
H -1.529549 -0.119406 -0.885678 0.89 0.70 0.50
H -1.547715 -1.496590 -1.615656 -1.27 1.66 1.78
O -0.710173 2.102815 -1.860972 -0.57 0.87 2.14
H -1.502722 1.686990 -1.455270 0.05 0.20 -0.88
H -0.472075 2.598035 -1.020940 -0.03 -0.45 -1.60
O -2.435503 1.799418 3.389972 0.34 0.67 -0.02
H -1.597725 1.710239 3.863729 -0.30 -0.02 -0.13
H -2.747084 0.919034 3.153965 0.16 -0.39 0.21
O 0.139336 -1.739264 -1.659064 0.19 -1.53 -0.60
H 0.852401 -2.214214 -1.218370 -0.13 0.15 -0.09
H 0.291538 -0.810910 -1.558166 0.78 1.18 0.23
```
Forces are in eV/Å.